Record 1
Here is a structure of composition C40H37BrN6O4SSbTi in a non-equilibrium geometry from the OMol25 dataset. Energies are from the ωB97M-V functional and the def2-TZVPD basis.

ORCA input file:
```
! RIJCOSX wB97M-V def2-TZVPD def2/J DEFGRID3
* xyz 0 2
Ti 0.46100 -0.32870 0.09260
C 4.02630 1.03000 -1.57940
C 3.04280 0.78690 -0.45240
O 1.82070 0.47480 -0.78990
C 3.45870 0.85840 0.86000
C 2.57110 0.68900 1.94650
C 3.02010 0.96600 3.35210
N 1.32320 0.34610 1.70180
N 0.40140 0.44380 2.71210
C -0.77830 0.65880 2.17880
O -0.94430 0.69690 0.90460
C -1.84410 1.09390 3.10220
C -2.85520 1.92030 2.61640
C -3.75510 2.50640 3.48630
C -3.66290 2.26590 4.84850
C -2.67670 1.42070 5.33660
C -1.76620 0.84380 4.47060
H 4.52320 1.99160 -1.46690
H 3.49170 1.01010 -2.52780
H 4.79290 0.25370 -1.59440
H 4.48450 1.12170 1.07830
H 4.02860 0.59230 3.50760
H 2.33340 0.48990 4.04720
H 3.00950 2.03820 3.54310
H -2.89610 2.11970 1.55550
H -4.51930 3.16910 3.10220
H -4.36440 2.72740 5.52870
H -2.61030 1.22520 6.39840
H -0.97150 0.21410 4.83670
C 1.11730 -3.74510 -1.49490
C 1.21100 -2.58600 -2.44140
C 1.85450 -2.82630 -3.65290
C 1.95280 -1.82180 -4.59570
C 1.35130 -0.61160 -4.29820
C 0.71560 -0.44400 -3.07610
N 0.66750 -1.39540 -2.14160
Sb -0.21410 1.57960 -3.04380
C -2.19860 1.55020 -2.15740
C -3.12430 2.43360 -2.69300
C -4.41680 2.40290 -2.19610
C -4.71910 1.51110 -1.18180
C -3.71660 0.67660 -0.69140
C -3.99820 -0.30660 0.39870
N -2.48800 0.69850 -1.20050
C 0.73360 2.75970 -1.48820
C 1.85850 3.48580 -1.84710
C 2.44980 4.27970 -0.88050
C 1.87270 4.33500 0.37300
C 0.70640 3.61490 0.62220
C 0.03700 3.71850 1.95330
N 0.15910 2.83660 -0.30750
H 2.11280 -4.09900 -1.22490
H 0.58910 -3.48590 -0.58570
H 0.60190 -4.56630 -1.99560
H 2.26490 -3.80500 -3.84650
H 2.45840 -1.97700 -5.53650
H 1.36480 0.20490 -5.01240
H -2.82630 3.10780 -3.48600
H -5.17710 3.04810 -2.61230
H -5.71760 1.45190 -0.77360
H -4.55770 0.15830 1.20900
H -4.59340 -1.13090 0.00160
H -3.06290 -0.69580 0.79250
H 2.24800 3.42470 -2.85680
H 3.33060 4.86550 -1.10110
H 2.31040 4.93500 1.15540
H 0.22550 4.68870 2.40730
H -1.03190 3.55860 1.85190
H 0.42880 2.94640 2.61680
S 4.00720 -2.61450 2.12560
C 2.47580 -2.79530 2.91070
C 1.46950 -2.43290 2.07840
N 1.85390 -2.01810 0.83470
C 3.15690 -2.07900 0.71570
H 2.41420 -3.17990 3.90940
H 0.42070 -2.46670 2.34550
H 3.68970 -1.86910 -0.19110
Br -1.89470 -5.92990 -0.17290
C -2.15830 -4.52020 -1.41230
C -2.49290 -4.85340 -2.71720
C -2.64350 -3.86140 -3.66890
C -2.47760 -2.53170 -3.31630
C -2.12650 -2.21280 -2.01990
C -1.94890 -3.19580 -1.05310
C -1.43120 -2.76510 0.30770
O -1.63180 -3.43020 1.31110
O -0.74860 -1.67860 0.28540
H -2.62300 -5.89060 -2.98160
H -2.88220 -4.12880 -4.68650
H -2.61690 -1.74480 -4.04480
H -1.97920 -1.18680 -1.71130
*
```

Summary:
Orbital gap (alpha / beta) (eV): 6.77 / 7.82

Here are the Löwdin charges for atoms 1 to 4, given in e:
1 Ti 0.956
2 C -0.001
3 C -0.404
4 O -0.243


Record 2
Here is a structure of composition C7H24CaN12O9 in a non-equilibrium geometry from the OMol25 dataset. Energies are from the ωB97M-V functional and the def2-TZVPD basis.

ORCA input file:
```
! RIJCOSX wB97M-V def2-TZVPD def2/J DEFGRID3
* xyz 0 1
Ca -0.02052 -0.03412 -0.10644
C 2.45835 1.22637 0.64938
O 2.15915 1.16658 -0.50878
O 3.54196 1.64249 1.07775
O 1.55403 0.92602 1.36577
C -0.21583 3.19928 -1.38901
O -0.49441 2.00171 -1.17876
N -0.91717 4.00803 -2.17551
N 0.80068 3.79606 -0.91689
H -1.90773 3.89283 -2.33560
H -0.63993 4.97041 -2.30611
H 1.49614 3.26534 -0.41212
H 0.82509 4.79470 -1.06595
C -2.06027 1.59440 2.02064
O -1.88785 0.91863 0.99538
N -3.18540 2.09766 2.37536
N -1.14160 1.87211 2.85900
H -3.34480 2.51323 3.28200
H -4.01007 1.79873 1.87473
H -0.22719 1.44423 2.82933
H -1.45992 2.43639 3.63384
C 1.01386 -0.96005 -3.27105
O 0.39353 -0.58360 -2.27434
N 1.96923 -0.38037 -3.91147
N 0.77546 -2.17277 -3.69322
H 2.18900 -0.79704 -4.80488
H 2.41464 0.44921 -3.54608
H 1.52613 -2.64639 -4.17518
H -0.09527 -2.57323 -3.37456
C -0.00341 -1.50544 2.88756
O -0.58223 -1.26596 1.85415
N 1.06633 -0.94235 3.35056
N -0.52880 -2.21773 3.83265
H 1.38663 -0.22694 2.71361
H 1.45752 -1.27354 4.22083
H -1.46647 -2.51008 3.59727
H -0.11539 -2.54037 4.69584
C -3.01846 -1.25303 -1.00526
O -1.80798 -1.28260 -0.82962
N -3.76498 -2.04625 -1.73935
N -3.72283 -0.24565 -0.63799
H -3.23794 -2.77138 -2.20467
H -4.72986 -2.20882 -1.48906
H -3.22678 0.61875 -0.47414
H -4.72134 -0.09498 -0.65678
C 2.70354 -2.15847 -0.00379
O 1.54800 -1.79935 -0.08118
N 3.10856 -3.10731 0.77538
N 3.62201 -1.69567 -0.78192
H 4.11641 -3.16401 0.74184
H 2.46513 -3.34371 1.51715
H 3.38305 -0.80171 -1.18669
H 4.56000 -2.03027 -0.61364
*
```

Summary:
Orbital gap (eV): 5.29
Energy relative to the best compared isomer or geometry (same formula, charge and spin) (kJ/mol): 288.8

Here are the Löwdin charges for atoms 1 to 4, given in e:
1 Ca 1.463
2 C -1.215
3 O -0.120
4 O -0.073